{"formula": "C45H95F2N6O9Rb2S2", "method": "wB97M-V/def2-TZVPD", "symbols": ["Rb", "Rb", "N", "S", "O", "O", "F", "S", "O", "O", "F", "C", "C", "C", "C", "C", "C", "N", "O", "C", "C", "C", "H", "H", "H", "H", "H", "H", "H", "H", "H", "H", "H", "H", "H", "H", "H", "H", "H", "H", "H", "C", "C", "C", "C", "C", "C", "N", "O", "C", "C", "C", "H", "H", "H", "H", "H", "H", "H", "H", "H", "H", "H", "H", "H", "H", "H", "H", "H", "H", "H", "C", "C", "C", "C", "C", "C", "N", "O", "C", "C", "C", "H", "H", "H", "H", "H", "H", "H", "H", "H", "H", "H", "H", "H", "H", "H", "H", "H", "H", "H", "C", "C", "C", "C", "C", "C", "N", "O", "C", "C", "C", "H", "H", "H", "H", "H", "H", "H", "H", "H", "H", "H", "H", "H", "H", "H", "H", "H", "H", "H", "C", "C", "C", "C", "C", "C", "N", "O", "C", "C", "C", "H", "H", "H", "H", "H", "H", "H", "H", "H", "H", "H", "H", "H", "H", "H", "H", "H", "H", "H"], "xyz": [[4.180, -1.645, 3.174], [0.024, -2.730, 4.803], [1.354, -1.159, 2.709], [0.960, -2.024, 1.286], [2.056, -2.296, 0.361], [-0.413, -1.862, 0.719], [0.758, -3.521, 1.960], [0.603, 0.168, 2.384], [-0.863, 0.165, 2.610], [1.074, 0.986, 1.288], [1.235, 0.996, 3.679], [-5.091, -3.252, 3.972], [-4.151, -2.392, 4.803], [-4.913, -1.293, 5.485], [-5.614, -1.738, 6.830], [-4.503, -2.192, 7.704], [-3.766, -3.475, 7.165], [-3.245, -3.122, 5.776], [-2.680, -4.231, 5.158], [-2.546, -3.664, 8.079], [-4.659, -4.789, 7.246], [-3.173, -1.671, 3.867], [-4.577, -4.063, 3.456], [-5.644, -2.645, 3.255], [-5.931, -3.689, 4.513], [-4.259, -0.450, 5.707], [-5.538, -0.718, 4.803], [-6.198, -2.655, 6.761], [-6.172, -0.906, 7.260], [-4.842, -2.248, 8.738], [-3.864, -1.313, 7.798], [-2.976, -3.878, 9.058], [-1.888, -4.422, 7.653], [-1.973, -2.747, 8.215], [-5.145, -4.921, 8.213], [-5.493, -4.838, 6.547], [-4.086, -5.687, 7.015], [-2.507, -1.061, 4.477], [-3.537, -1.119, 3.001], [-2.552, -2.380, 3.320], [-3.382, -4.862, 4.985], [3.657, -2.980, -6.253], [3.633, -4.352, -5.533], [4.935, -4.437, -4.827], [4.978, -5.515, -3.753], [3.837, -5.356, -2.718], [2.451, -5.139, -3.420], [2.544, -4.302, -4.559], [1.315, -3.882, -5.061], [1.701, -6.417, -3.756], [1.551, -4.384, -2.387], [3.565, -5.630, -6.466], [2.695, -2.830, -6.742], [4.360, -3.036, -7.084], [3.773, -2.064, -5.674], [5.701, -4.646, -5.573], [5.219, -3.448, -4.467], [5.915, -5.570, -3.200], [4.925, -6.490, -4.236], [4.041, -4.610, -1.950], [3.814, -6.284, -2.146], [2.106, -7.276, -3.220], [0.611, -6.395, -3.770], [1.968, -6.748, -4.759], [1.454, -5.053, -1.532], [1.937, -3.379, -2.216], [0.489, -4.214, -2.559], [2.689, -5.624, -7.116], [3.828, -6.607, -6.061], [4.397, -5.379, -7.124], [1.104, -3.041, -4.649], [3.238, 3.616, 2.411], [3.006, 4.752, 1.409], [1.743, 4.581, 0.446], [0.401, 4.912, 1.194], [0.468, 6.396, 1.601], [1.709, 6.793, 2.470], [2.927, 6.102, 2.119], [4.010, 6.485, 2.898], [2.016, 8.307, 2.162], [1.392, 6.517, 4.034], [4.256, 4.906, 0.645], [4.197, 3.628, 2.928], [3.278, 2.708, 1.810], [2.415, 3.409, 3.095], [1.867, 5.331, -0.335], [1.704, 3.575, 0.026], [0.182, 4.260, 2.039], [-0.431, 4.620, 0.554], [-0.423, 6.611, 2.190], [0.370, 6.992, 0.693], [2.689, 8.619, 2.961], [2.521, 8.552, 1.227], [1.140, 8.911, 2.397], [1.404, 5.486, 4.388], [2.086, 6.999, 4.723], [0.405, 6.856, 4.349], [5.095, 4.791, 1.330], [4.342, 5.812, 0.045], [4.352, 4.086, -0.068], [3.985, 6.018, 3.736], [0.551, 0.262, -3.824], [1.997, 0.655, -3.190], [2.759, -0.624, -2.936], [4.250, -0.381, -2.720], [4.870, 0.538, -3.799], [4.136, 1.870, -3.996], [2.744, 1.522, -4.123], [1.948, 2.736, -4.335], [4.439, 2.867, -2.805], [4.729, 2.371, -5.322], [1.688, 1.152, -1.762], [-0.051, 1.166, -3.922], [0.663, -0.362, -4.711], [-0.040, -0.335, -3.129], [2.301, -1.264, -2.182], [2.848, -1.304, -3.783], [4.466, 0.183, -1.813], [4.814, -1.300, -2.565], [4.893, -0.080, -4.697], [5.888, 0.685, -3.439], [3.554, 3.444, -2.535], [5.245, 3.574, -2.995], [4.587, 2.279, -1.899], [5.793, 2.585, -5.221], [4.222, 3.256, -5.706], [4.516, 1.628, -6.090], [1.271, 2.159, -1.786], [1.250, 0.392, -1.115], [2.670, 1.440, -1.387], [1.525, 2.403, -5.130], [-7.443, 1.342, -1.608], [-6.025, 0.956, -1.062], [-5.329, 0.051, -2.129], [-3.815, -0.165, -2.151], [-3.137, 1.261, -1.975], [-3.718, 2.125, -0.853], [-5.197, 2.159, -0.876], [-5.641, 3.025, 0.091], [-3.172, 1.492, 0.516], [-3.199, 3.572, -1.004], [-6.117, 0.088, 0.181], [-8.066, 1.853, -0.874], [-7.996, 0.405, -1.676], [-7.346, 1.929, -2.521], [-5.649, -0.991, -2.140], [-5.587, 0.417, -3.123], [-3.438, -0.648, -3.053], [-3.485, -0.766, -1.304], [-3.193, 1.809, -2.916], [-2.078, 1.182, -1.730], [-2.899, 0.442, 0.404], [-2.225, 1.909, 0.858], [-3.867, 1.570, 1.352], [-3.605, 4.116, -1.857], [-3.366, 4.186, -0.119], [-2.120, 3.544, -1.150], [-5.137, -0.225, 0.540], [-6.781, -0.772, 0.088], [-6.533, 0.692, 0.988], [-5.965, 3.728, -0.477]], "homo_ev": [-3.71, -7.45], "e_tot_ev": -103978.9371, "total_charge": 0, "s2": 0.750, "spin_multiplicity": 2}

{"formula": "CH7O2S", "method": "wB97M-V/def2-TZVPD", "symbols": ["C", "S", "H", "H", "H", "H", "H", "O", "H", "H", "O"], "xyz": [[1.954, 1.411, 1.355], [0.375, 0.467, 1.253], [2.807, 0.730, 1.526], [2.104, 1.971, 0.420], [1.761, 2.161, 2.117], [-1.796, -2.898, -1.335], [-2.094, -1.460, -0.935], [-2.140, -2.397, -0.589], [-0.639, -0.453, -1.822], [-0.953, 0.447, -0.600], [-1.379, 0.020, -1.390]], "homo_ev": -2.56, "e_tot_ev": -16081.7596, "total_charge": -1}

{"formula": "C5H6BrNO2", "method": "wB97M-V/def2-TZVPD", "symbols": ["C", "C", "C", "C", "C", "N", "O", "O", "Br", "H", "H", "H", "H", "H", "H"], "xyz": [[2.316, 0.504, -0.508], [3.569, 0.858, -0.178], [1.207, 1.454, -0.333], [-0.560, 0.487, 0.975], [-2.331, -0.165, -0.264], [0.034, 0.872, -0.091], [1.299, 2.651, -0.538], [-1.702, -0.068, 0.994], [4.936, -0.360, 0.083], [1.918, -0.436, -0.731], [-0.232, 0.617, 2.022], [-1.979, 0.785, -0.769], [-3.398, -0.383, -0.061], [-1.962, -0.976, -0.865], [3.726, 1.840, 0.270]], "homo_ev": [-6.29, -9.62], "e_tot_ev": -80904.3304, "total_charge": 0, "s2": 2.012, "spin_multiplicity": 3}

{"formula": "C17H28ClNOSi", "method": "wB97M-V/def2-TZVPD", "symbols": ["Cl", "O", "C", "C", "C", "C", "C", "C", "N", "C", "C", "C", "C", "C", "C", "C", "C", "C", "C", "C", "Si", "H", "H", "H", "H", "H", "H", "H", "H", "H", "H", "H", "H", "H", "H", "H", "H", "H", "H", "H", "H", "H", "H", "H", "H", "H", "H", "H", "H"], "xyz": [[6.158, -0.093, 0.748], [-0.686, -1.095, 0.249], [4.172, 0.251, -1.133], [3.711, -0.927, 0.908], [2.889, 0.003, -1.593], [2.397, -1.083, 0.519], [4.599, -0.180, 0.118], [2.038, -0.547, -0.696], [-1.449, 0.430, 2.663], [-3.230, -1.073, 3.760], [0.131, 2.367, 2.457], [-2.034, -0.683, 0.356], [-1.767, -0.825, 3.402], [0.045, 0.867, 2.656], [-2.176, 0.521, 1.255], [-0.970, 0.219, -3.922], [-0.388, 1.427, -3.158], [-0.023, -1.021, -3.889], [-0.320, 1.162, -1.669], [-0.162, -1.751, -2.573], [0.231, -0.579, -1.075], [4.859, 0.759, -1.774], [4.075, -1.309, 1.857], [2.489, 0.450, -2.529], [1.594, -1.423, 1.171], [-3.291, -1.669, 4.621], [-3.722, -1.499, 2.875], [-3.690, -0.071, 3.924], [-0.507, 2.753, 1.598], [-0.209, 2.815, 3.385], [1.145, 2.744, 2.280], [-2.469, -1.545, 0.883], [-2.498, -0.634, -0.696], [-1.156, -0.666, 4.341], [-1.267, -1.718, 2.995], [0.546, 0.589, 3.568], [0.581, 0.428, 1.736], [-3.243, 0.619, 1.422], [-1.761, 1.365, 0.752], [-1.966, -0.043, -3.632], [-1.128, 0.453, -4.950], [0.638, 1.761, -3.485], [-1.092, 2.299, -3.315], [1.034, -0.665, -4.090], [-0.314, -1.574, -4.800], [0.309, 1.914, -1.048], [-1.336, 1.071, -1.334], [-1.276, -1.937, -2.586], [0.489, -2.659, -2.551]], "homo_ev": -8.21, "e_tot_ev": -42020.5667, "total_charge": 0}

{"formula": "C17H17Cl2CrNO", "method": "wB97M-V/def2-TZVPD", "symbols": ["C", "C", "C", "H", "C", "H", "H", "H", "C", "H", "H", "C", "H", "H", "C", "H", "H", "C", "H", "H", "Cr", "H", "Cl", "C", "C", "C", "Cl", "C", "C", "C", "C", "N", "C", "C", "O", "H", "H", "H", "H"], "xyz": [[0.343, -1.408, -3.892], [0.188, 1.655, -2.436], [-0.915, -1.263, -3.442], [0.810, -2.427, -4.186], [-1.085, 1.577, -2.052], [0.898, 1.976, -1.711], [-1.580, -2.104, -3.103], [-1.360, 2.009, -1.080], [-1.795, -0.082, -3.866], [-2.768, -0.508, -4.206], [-1.421, 0.459, -4.724], [1.365, -0.305, -3.593], [2.174, -0.437, -4.333], [1.839, -0.405, -2.577], [0.840, 1.128, -3.705], [0.255, 1.277, -4.604], [1.750, 1.756, -3.815], [-2.223, 0.894, -2.745], [-2.992, 1.589, -3.161], [-2.726, 0.317, -1.973], [1.408, -1.804, 0.997], [-0.175, -1.902, 1.035], [-0.597, -4.092, 4.292], [-0.180, -2.467, 4.343], [-0.628, -1.585, 5.327], [-0.397, -0.193, 5.226], [-0.803, 0.836, 6.547], [0.231, 0.403, 4.056], [0.433, 1.783, 3.824], [1.024, 2.183, 2.645], [1.492, 1.217, 1.725], [1.378, -0.119, 1.969], [0.778, -0.511, 3.141], [0.733, -1.949, 3.379], [1.531, -2.732, 2.670], [-1.152, -1.960, 6.194], [0.136, 2.455, 4.603], [1.167, 3.239, 2.417], [2.026, 1.499, 0.815]], "homo_ev": [-7.06, -7.54], "e_tot_ev": -74903.7950, "total_charge": 0, "s2": 6.053, "spin_multiplicity": 5}

{"formula": "C6H12", "method": "wB97M-V/def2-TZVPD", "symbols": ["C", "C", "C", "C", "C", "C", "H", "H", "H", "H", "H", "H", "H", "H", "H", "H", "H", "H"], "xyz": [[0.177, 0.311, 2.075], [-0.469, -0.121, 0.758], [0.363, -1.197, 0.003], [0.683, -0.601, -1.382], [-0.453, 0.396, -1.625], [-0.637, 1.040, -0.250], [1.196, 0.684, 1.909], [0.244, -0.531, 2.774], [-0.391, 1.107, 2.570], [-1.462, -0.533, 0.985], [-0.207, -2.129, -0.098], [1.277, -1.443, 0.553], [1.635, -0.054, -1.344], [0.774, -1.358, -2.167], [-0.228, 1.121, -2.416], [-1.364, -0.144, -1.912], [0.155, 1.786, -0.092], [-1.595, 1.559, -0.138]], "homo_ev": -10.92, "e_tot_ev": -6416.8432, "total_charge": 0}

{"formula": "C5H5Cl", "method": "wB97M-V/def2-TZVPD", "symbols": ["C", "C", "C", "C", "C", "H", "H", "H", "H", "H", "Cl"], "xyz": [[-1.966, 0.593, -0.039], [-0.681, -0.223, 0.123], [0.540, 0.200, -0.063], [1.743, -0.582, 0.010], [3.063, -0.788, -0.033], [-1.843, 1.628, -0.321], [-2.603, -0.217, -0.732], [-2.186, 0.660, 1.062], [0.633, 1.337, -0.123], [4.318, -0.657, 0.123], [-1.019, -1.950, -0.008]], "homo_ev": -8.85, "e_tot_ev": -17783.5827, "total_charge": 0}

{"formula": "C3HF3S", "method": "wB97M-V/def2-TZVPD", "symbols": ["C", "C", "C", "F", "F", "F", "S", "H"], "xyz": [[-0.116, -0.426, 0.253], [0.523, -1.509, -0.214], [-0.222, 0.987, -0.110], [0.009, 1.158, -1.421], [-1.525, 1.431, 0.074], [0.534, 1.698, 0.688], [1.369, -2.781, -0.533], [-0.572, -0.557, 1.263]], "homo_ev": -9.33, "e_tot_ev": -22113.5136, "total_charge": 0}

{"formula": "C2H2N2O", "method": "wB97M-V/def2-TZVPD", "symbols": ["C", "C", "N", "N", "O", "H", "H"], "xyz": [[-0.895, -1.775, 1.714], [0.573, 0.858, -0.875], [-1.379, 0.186, 0.400], [-0.509, 0.573, -0.269], [0.222, -1.765, 1.493], [1.532, 1.176, -0.531], [0.455, 0.746, -1.933]], "homo_ev": -8.85, "e_tot_ev": -7131.1974, "total_charge": 0}

{"formula": "C37H35Cl2P2PdS3", "method": "wB97M-V/def2-TZVPD", "symbols": ["Pd", "C", "C", "S", "C", "C", "S", "H", "H", "H", "H", "H", "H", "Cl", "C", "C", "C", "C", "C", "Cl", "C", "S", "H", "H", "H", "C", "C", "P", "C", "C", "C", "C", "C", "C", "C", "C", "C", "C", "C", "C", "C", "P", "C", "C", "C", "C", "C", "C", "C", "C", "C", "C", "C", "C", "H", "H", "H", "H", "H", "H", "H", "H", "H", "H", "H", "H", "H", "H", "H", "H", "H", "H", "H", "H", "H", "H", "H", "H", "H", "H"], "xyz": [[-0.106, -0.239, 0.267], [2.918, -0.221, 4.182], [2.243, -0.085, 2.837], [0.545, -0.251, 2.839], [3.025, 0.155, 1.739], [4.514, 0.418, 1.790], [2.343, 0.222, 0.167], [2.209, -0.563, 4.930], [3.313, 0.747, 4.501], [3.754, -0.920, 4.139], [4.841, 0.628, 2.806], [4.776, 1.281, 1.178], [5.091, -0.434, 1.423], [1.073, 0.406, -2.793], [0.925, 2.120, -2.584], [0.846, 2.876, -3.741], [0.772, 4.255, -3.662], [0.787, 4.880, -2.430], [0.864, 4.119, -1.277], [0.885, 4.965, 0.232], [0.924, 2.716, -1.319], [0.934, 1.909, 0.264], [0.861, 2.374, -4.698], [0.714, 4.844, -4.568], [0.741, 5.956, -2.347], [-2.511, -2.058, -2.194], [-2.461, -0.531, -2.218], [-2.157, 0.215, -0.589], [-3.525, -0.306, 0.478], [-4.825, -0.418, -0.019], [-5.858, -0.805, 0.818], [-5.601, -1.078, 2.156], [-4.315, -0.960, 2.657], [-3.277, -0.576, 1.821], [-2.403, 1.995, -0.827], [-2.483, 2.795, 0.316], [-2.666, 4.161, 0.195], [-2.770, 4.739, -1.064], [-2.687, 3.951, -2.200], [-2.502, 2.578, -2.086], [-1.207, -2.764, -1.786], [-0.555, -2.465, -0.105], [-1.674, -3.283, 1.069], [-1.340, -3.197, 2.423], [-2.128, -3.817, 3.375], [-3.257, -4.528, 2.988], [-3.584, -4.631, 1.646], [-2.792, -4.016, 0.685], [0.953, -3.470, 0.002], [1.954, -3.103, 0.896], [3.081, -3.898, 1.048], [3.216, -5.060, 0.305], [2.217, -5.437, -0.582], [1.086, -4.651, -0.731], [-2.748, -2.399, -3.205], [-3.338, -2.374, -1.563], [-3.404, -0.135, -2.600], [-1.671, -0.186, -2.886], [-5.044, -0.189, -1.053], [-6.864, -0.890, 0.429], [-6.410, -1.383, 2.808], [-4.113, -1.172, 3.699], [-2.267, -0.504, 2.207], [-2.407, 2.345, 1.299], [-2.729, 4.777, 1.083], [-2.918, 5.808, -1.157], [-2.771, 4.399, -3.181], [-2.447, 1.976, -2.982], [-0.397, -2.460, -2.455], [-1.343, -3.838, -1.923], [-0.464, -2.637, 2.728], [-1.861, -3.748, 4.422], [-3.875, -5.011, 3.734], [-4.454, -5.198, 1.341], [-3.049, -4.138, -0.358], [1.846, -2.205, 1.485], [3.853, -3.605, 1.748], [4.098, -5.677, 0.418], [2.318, -6.347, -1.157], [0.316, -4.971, -1.419]], "homo_ev": -9.96, "e_tot_ev": -118542.3935, "total_charge": 1}

{"formula": "C2H6N3O2", "method": "wB97M-V/def2-TZVPD", "symbols": ["C", "C", "N", "N", "N", "O", "O", "H", "H", "H", "H", "H", "H"], "xyz": [[0.779, 1.701, -0.216], [1.082, -1.413, 0.201], [-1.076, -0.787, -0.203], [0.004, -0.510, 0.511], [-2.116, -0.018, -0.011], [-2.053, 1.058, 0.602], [-3.168, -0.410, -0.557], [1.570, 1.757, 0.501], [1.007, 1.375, -1.210], [-0.135, 2.218, -0.034], [1.519, -1.741, 1.151], [0.715, -2.288, -0.350], [1.872, -0.941, -0.386]], "homo_ev": [-2.64, -3.32], "e_tot_ev": -10731.0025, "total_charge": -1}

{"formula": "C15H13F3O3", "method": "wB97M-V/def2-TZVPD", "symbols": ["C", "C", "C", "C", "C", "F", "F", "F", "C", "C", "C", "C", "O", "C", "C", "C", "C", "C", "O", "C", "O", "H", "H", "H", "H", "H", "H", "H", "H", "H", "H", "H", "H", "H"], "xyz": [[-2.570, -2.848, 1.307], [-1.703, -2.231, 0.173], [-1.014, -3.109, -0.800], [-0.162, -2.576, -1.873], [0.572, -3.543, -2.861], [-0.248, -4.085, -3.807], [1.211, -4.552, -2.158], [1.588, -2.861, -3.517], [0.059, -1.125, -2.035], [-0.607, -0.240, -1.065], [-1.479, -0.778, 0.009], [-2.148, 0.275, 0.970], [-3.272, 0.178, 1.399], [-1.236, 1.510, 1.295], [-0.417, 1.999, 0.316], [0.542, 3.211, 0.645], [1.931, 2.542, 1.063], [2.919, 3.541, 1.772], [2.540, 1.870, -0.071], [-0.416, 1.319, -1.101], [-0.283, 1.949, -2.119], [-1.865, -3.088, 2.159], [-3.090, -3.796, 1.022], [-3.336, -2.152, 1.727], [-1.155, -4.213, -0.658], [0.708, -0.704, -2.844], [-1.243, 1.946, 2.330], [0.644, 3.819, -0.301], [0.104, 3.823, 1.482], [1.669, 1.719, 1.796], [2.938, 3.299, 2.864], [3.951, 3.302, 1.375], [2.723, 4.620, 1.550], [2.147, 0.977, -0.045]], "homo_ev": -9.86, "e_tot_ev": -30058.8072, "total_charge": 0}